The following is a quantum chemistry calculation of a structure of composition C27H32CaClF4N6O5S2, from the Open Molecules 2025 dataset.

Each line ends with the Löwdin charge.
Positions of all 78 atoms, in Å:
Ca  -0.09474  0.88453  -0.83251  1.20
C  -1.18528  -0.55326  -3.90109  -0.10
N  0.13211  -0.62383  -3.26942  -0.28
C  0.53292  -2.02065  -3.20699  -0.11
C  1.11690  0.12942  -4.05328  -0.22
C  1.05629  1.62752  -3.81620  -0.26
N  1.40061  1.90043  -2.43127  -0.10
C  1.98734  3.08384  -2.16903  -0.23
C  2.71654  3.23608  -0.95910  -0.21
F  2.80601  2.16656  -0.14142  0.05
C  3.35301  4.39259  -0.59580  -0.24
F  4.03855  4.41981  0.56773  0.06
C  3.33794  5.52677  -1.39387  0.03
C  2.62907  5.41828  -2.57072  -0.24
F  2.54281  6.49367  -3.38733  0.06
C  1.97545  4.26427  -2.95135  -0.15
F  1.23814  4.32643  -4.09073  0.05
H  -1.47299  0.47906  -4.07127  0.07
H  -1.93590  -0.99020  -3.24183  0.06
H  -1.18553  -1.09408  -4.86234  0.09
H  0.64931  -2.44907  -4.21707  0.09
H  -0.22162  -2.60324  -2.68042  0.05
H  1.47771  -2.12816  -2.67513  0.07
H  0.99389  -0.09918  -5.12682  0.12
H  2.11179  -0.21302  -3.75541  0.11
H  0.06778  2.01086  -4.10459  0.10
H  1.76880  2.07857  -4.51691  0.11
H  3.83330  6.43972  -1.10361  0.12
N  -2.29191  3.21135  2.40593  0.06
C  -1.23461  2.57134  1.83273  -0.91
S  -0.41292  3.35703  0.55887  0.59
N  -0.92529  1.41182  2.42748  -0.02
N  -0.02186  0.70715  1.73949  -0.03
C  0.66385  -0.21137  2.33259  -0.21
C  0.62282  -0.47834  3.79664  -0.17
C  1.80068  -0.47782  4.54163  -0.05
C  1.77986  -0.71917  5.90753  -0.09
C  0.57649  -0.96512  6.55257  -0.10
C  -0.60453  -0.95259  5.82319  -0.08
C  -0.58226  -0.70352  4.45936  -0.04
C  1.61535  -0.95401  1.47550  -0.22
C  2.31014  -2.08049  1.92302  -0.02
C  3.23487  -2.68265  1.08635  -0.07
C  3.46626  -2.14918  -0.17035  -0.06
C  2.71092  -1.04819  -0.54981  -0.14
N  1.79992  -0.48867  0.23099  0.05
H  -2.71036  3.92851  1.83845  0.07
H  -2.90987  2.63015  2.94969  0.09
H  2.74226  -0.27424  4.04562  0.12
H  2.70611  -0.70549  6.46853  0.10
H  0.55721  -1.15198  7.61905  0.09
H  -1.55136  -1.12251  6.32126  0.10
H  -1.50369  -0.64376  3.89985  0.08
H  2.13206  -2.46972  2.91550  0.11
H  3.77877  -3.55669  1.42368  0.10
H  4.19975  -2.56876  -0.84499  0.10
H  2.83574  -0.57699  -1.52009  0.10
C  -3.68693  -4.22657  -0.70219  -0.13
C  -2.93144  -2.96090  -1.06713  -0.39
S  -1.36588  -2.73914  -0.19488  0.93
O  -0.99287  -1.33582  -0.53316  -0.62
C  -1.96352  -2.72602  1.50659  -0.38
C  -2.95750  -1.61980  1.81412  -0.12
H  -4.49655  -4.39165  -1.41296  0.08
H  -4.12758  -4.15433  0.29204  0.07
H  -3.03902  -5.10514  -0.72843  0.07
H  -3.49687  -2.04288  -0.89469  0.09
H  -2.63345  -2.95913  -2.11735  0.08
H  -1.05196  -2.61614  2.09908  0.07
H  -2.34981  -3.73171  1.69631  0.08
H  -2.52240  -0.64176  1.61254  0.05
H  -3.24005  -1.67134  2.86644  0.07
H  -3.86961  -1.71126  1.22409  0.07
O  -3.98007  0.62144  -2.22451  -0.34
Cl  -3.16943  1.54942  -1.48055  0.66
O  -1.95519  1.85069  -2.23634  -0.45
O  -3.89778  2.74616  -1.20844  -0.32
O  -2.72671  0.92607  -0.24303  -0.43

Results
Net charge: -1
Gap between HOMO and LUMO (eV): 5.907
2S+1: 1
HOMO level (eV): -3.98

---

The following is a quantum chemistry calculation of a structure of composition C31H30FeNO2PSi, from the Open Molecules 2025 dataset.

Each line ends with the natural charge from an NBO analysis.
Positions of all 67 atoms, in Å:
Fe  0.08090  -0.50765  1.37464  1.26
O  0.81852  -2.88788  4.50714  -0.60
C  0.79128  -2.24469  3.48252  0.74
O  0.08706  -1.18925  3.20723  -0.85
C  1.62518  -2.72111  2.32305  0.13
C  2.41849  -3.92919  2.47800  -0.23
C  3.32213  -4.19113  1.49198  -0.13
C  3.23494  -3.59810  0.21737  -0.09
C  4.08114  -3.85109  -0.87480  -0.18
C  3.89574  -3.20267  -2.03932  -0.20
C  2.91147  -2.20506  -2.22443  -0.20
C  2.17981  -1.85579  -1.09928  -0.15
C  2.27673  -2.54175  0.10911  0.13
N  1.59805  -2.02238  1.19379  -0.55
H  2.40798  -4.35272  3.47883  0.26
H  4.08990  -4.98228  1.63773  0.22
H  4.91234  -4.50808  -0.65542  0.22
H  4.60631  -3.34624  -2.84141  0.22
H  2.80604  -1.72256  -3.20183  0.24
H  1.45438  -1.05062  -1.15229  0.22
C  -3.52794  4.36826  0.56035  -0.22
C  -3.53546  3.27148  1.40015  -0.22
C  -2.87371  2.08864  1.03603  -0.22
C  -2.17519  2.09778  -0.21224  -0.44
C  -2.25477  3.11679  -1.16519  -0.23
C  -2.90633  4.24648  -0.76237  -0.19
Si  -1.43536  0.39954  -0.58373  0.77
C  -2.98283  -0.66183  -0.97495  -0.43
C  -2.85254  -2.07339  -0.75548  -0.19
C  -3.96336  -2.89989  -0.88934  -0.23
C  -5.21667  -2.34444  -1.12929  -0.20
C  -5.36537  -0.98199  -1.31100  -0.23
C  -4.25380  -0.16080  -1.18313  -0.21
C  -0.37716  0.65101  -2.13158  -0.46
C  -0.39832  -0.07712  -3.36722  -0.19
C  0.44832  0.22080  -4.42559  -0.23
C  1.28145  1.33987  -4.28434  -0.21
C  1.40851  2.00338  -3.08602  -0.22
C  0.53783  1.67603  -2.05573  -0.22
H  -3.84292  5.35868  0.87412  0.22
H  -4.06557  3.24395  2.35845  0.21
H  -2.90695  1.17843  1.63296  0.22
H  -1.67603  3.08998  -2.10518  0.23
H  -2.79330  5.13293  -1.34220  0.20
H  -1.91423  -2.38275  -0.47986  0.19
H  -3.80878  -3.96885  -0.87139  0.21
H  -6.11730  -3.01593  -1.09347  0.21
H  -6.37006  -0.50838  -1.24133  0.21
H  -4.29945  0.91794  -1.20535  0.21
H  -1.04083  -0.90197  -3.51228  0.21
H  0.43594  -0.26965  -5.38510  0.22
H  1.98771  1.68027  -5.09654  0.21
H  2.00052  2.89885  -3.01430  0.21
H  0.63472  2.17351  -1.09852  0.20
C  1.02688  1.57279  4.00651  -0.91
P  1.42002  1.41377  2.19247  0.80
C  1.44797  3.17466  1.74078  -0.93
C  3.16241  1.18729  2.34892  -0.96
H  1.23908  2.59988  4.31830  0.22
H  1.61781  0.87941  4.57946  0.24
H  -0.06104  1.39676  4.18912  0.25
H  1.60984  3.79949  2.57067  0.23
H  0.42726  3.44165  1.45410  0.25
H  2.12471  3.30116  0.90056  0.24
H  3.50009  1.86304  3.06624  0.23
H  3.74172  1.15873  1.39851  0.25
H  3.36412  0.21399  2.72241  0.24

Results
Net charge: 0
Gap between HOMO and LUMO (spin up / spin down) (eV): 6.703 / 6.916
<S²>: 6.016
2S+1: 5
HOMO level (spin up / spin down) (eV): -7.29 / -7.54

---

The following is a quantum chemistry calculation of a cluster of 4 separate species, H8O4 in total, from the Open Molecules 2025 dataset.

Each line ends with the natural charge from an NBO analysis.
Positions of all 12 atoms, in Å:
O  -1.63908  0.37858  -1.32758  -0.99
H  -1.04108  1.06958  -1.04758  0.48
H  -1.40508  -0.43342  -0.90958  0.48
O  1.57292  -0.34342  0.61042  -0.96
H  1.64192  -0.28642  -0.35458  0.49
H  2.36992  -0.72142  0.89942  0.48
O  0.07192  2.01958  0.14642  -0.94
H  0.52892  1.44258  0.73442  0.49
H  0.70592  2.26958  -0.50458  0.46
O  -1.06608  -1.70642  0.23142  -0.96
H  -1.45808  -2.31542  0.85842  0.48
H  -0.28208  -1.37342  0.66342  0.49

Results
Structure (SMILES): O.O.O.O
Net charge: 0
Gap between HOMO and LUMO (eV): 10.084
2S+1: 1
HOMO level (eV): -9.95